A molecular structure, C5H9CrF8N4O16S4, computed with ωB97M-V with the def2-TZVPD basis set.

Structure (XYZ):
```
47
C5H9CrF8N4O16S4 ωB97M-V with the def2-TZVPD basis set
Cr 0.1325 0.0752 0.3988
C -2.2061 0.1588 -3.4076
F -2.5365 -0.5522 -4.4924
F -2.4633 1.4442 -3.6408
F -2.9578 -0.2839 -2.3976
S -0.3414 -0.0093 -3.0842
O -0.1144 -1.4149 -3.3566
O 0.2883 0.9757 -3.9384
O -0.2057 0.2965 -1.6425
C 3.8002 2.7694 0.3437
F 4.5123 3.8825 0.2403
F 4.4846 1.7088 -0.0690
F 3.4998 2.6293 1.6532
S 2.1298 2.8430 -0.5668
O 1.4383 1.6762 -0.0027
O 1.4877 4.1156 -0.2544
O 2.4356 2.6904 -1.9622
N 0.4637 -0.5132 2.3065
S -0.3280 -0.5287 3.6722
O -0.0732 0.6276 4.4945
O -0.4767 -1.8408 4.2259
F -1.8146 -0.2540 3.1636
S 1.8479 -1.3891 2.8894
O 1.8795 -2.7570 2.4885
O 2.3924 -1.0108 4.1494
F 2.8218 -0.7415 1.7914
C 2.4936 -3.1779 -1.8605
N 2.1913 -1.7902 -1.4893
O 1.4892 -1.6453 -0.4877
O 2.5890 -0.8333 -2.1112
H 2.8935 -3.6867 -0.9852
H 3.1609 -3.2089 -2.7126
H 1.5386 -3.6724 -2.0287
C -2.7234 3.4787 0.8031
N -1.8921 2.5696 -0.0143
O -1.6871 1.4350 0.4184
O -1.4411 2.9710 -1.0418
H -2.2885 4.4360 1.0642
H -2.8912 2.9624 1.7480
H -3.6793 3.4723 0.2830
C -3.2573 -2.5825 1.2556
N -2.3222 -2.4883 0.1010
O -2.2616 -3.4126 -0.6705
O -1.6858 -1.4486 0.0533
H -2.6148 -2.3611 2.1059
H -3.5466 -3.6215 1.4076
H -4.1619 -1.9938 1.1595
```

Summary:
- multiplicity = 5
- orbital gap (spin up / spin down) (eV) = 8.158 / 8.483
- total charge = -1
- HOMO level (spin up / spin down) (eV) = -6.53 / -6.82
- largest force on an atom (eV/Å) = 4.47


A molecular structure, C26H32CoN2O5, computed with ωB97M-V with the def2-TZVPD basis set.

Structure (XYZ):
```
66
C26H32CoN2O5 ωB97M-V with the def2-TZVPD basis set
Co -0.9630 -0.9257 -1.1782
O -3.5851 -2.8630 -3.6649
C -2.8362 -2.5916 -2.7201
O -1.8417 -1.8006 -2.7527
C -3.0650 -3.3600 -1.4005
C -1.7391 -3.9232 -0.8658
C -2.0026 -5.0611 0.1292
C -2.5034 -4.2699 1.3649
C -2.4331 -2.8288 0.8445
O -1.2696 -2.8765 0.0006
C -3.5735 -2.5628 -0.1530
C -3.8066 -1.0469 -0.2844
O -4.9446 -0.6223 -0.0542
O -2.7840 -0.3320 -0.5312
H -3.7636 -4.1632 -1.6347
H -0.9885 -4.1175 -1.6275
H -1.0794 -5.5983 0.3512
H -2.7348 -5.7733 -0.2534
H -1.8361 -4.4012 2.2178
H -3.5147 -4.5410 1.6701
H -2.2947 -2.0582 1.5976
H -4.5116 -2.9843 0.2068
N -1.9892 2.4677 -0.5606
C -1.1541 3.3486 0.0823
C 0.2140 3.3871 -0.2251
C 1.0494 4.2997 0.3894
C 0.5571 5.2122 1.3198
C -0.7962 5.1775 1.6315
C -1.6436 4.2622 1.0268
H -2.8299 2.1812 -0.0823
H -1.5594 1.6565 -0.9875
H 0.6104 2.6510 -0.9144
H 2.1089 4.2692 0.1618
H 1.2190 5.9174 1.8077
H -1.2008 5.8673 2.3651
H -2.6971 4.2389 1.2843
C 3.9351 -1.1511 -2.6427
C 2.9033 -0.0481 -2.3986
C 3.1235 1.1215 -3.3598
C 2.8851 0.4088 -0.9548
C 4.0226 0.9203 -0.3601
C 4.0409 1.3740 0.9572
C 2.8513 1.2921 1.6858
C 1.6839 0.7903 1.1490
C 0.4049 0.6845 1.9496
C 0.3070 1.6640 3.1157
C 0.2057 -0.7532 2.4413
C 1.6443 0.3332 -0.2238
N 0.5280 -0.0851 -0.7855
H 3.9032 -1.4983 -3.6809
H 3.7417 -2.0036 -1.9891
H 4.9500 -0.7958 -2.4377
H 1.9123 -0.4607 -2.5968
H 4.0996 1.5884 -3.1920
H 2.3574 1.8845 -3.2104
H 3.0793 0.7913 -4.4032
H 4.9378 0.9747 -0.9481
H 4.9422 1.7822 1.3997
H 2.8444 1.6512 2.7109
H -0.4169 0.8993 1.2591
H 1.0397 1.4355 3.8971
H -0.6858 1.6033 3.5710
H 0.4665 2.6922 2.7845
H 0.9991 -1.0203 3.1480
H 0.2344 -1.4478 1.6008
H -0.7575 -0.8626 2.9525
```

Summary:
- multiplicity = 2
- orbital gap (spin up / spin down) (eV) = 5.139 / 5.448
- total charge = -2
- HOMO level (spin up / spin down) (eV) = -0.24 / -0.55
- largest force on an atom (eV/Å) = 0.18


C5H8O in the gas phase, computed with ωB97M-V with the def2-TZVPD basis set.

Structure (XYZ):
```
14
C5H8O ωB97M-V with the def2-TZVPD basis set
O 0.2184 -1.2959 2.1367
C 0.1074 -0.8743 0.8377
C -1.5522 -0.1068 -0.6771
C -0.5485 0.7002 -1.3647
C 0.6807 0.8576 -0.8591
C 0.9876 0.2600 0.4711
H 0.8600 -0.7487 2.6196
H -0.0162 -1.7472 0.2119
H -2.5715 0.2640 -0.8975
H -1.5839 -1.1745 -0.7457
H -0.8367 1.3213 -2.2181
H 1.4277 1.4913 -1.3221
H 2.0564 0.0221 0.5776
H 0.7708 1.0309 1.2297
```

Summary:
- orbital gap (spin up / spin down) (eV) = 8.332 / 7.928
- HOMO level (spin up / spin down) (eV) = -7.59 / -7.47
- largest force on an atom (eV/Å) = 0.97


C4H8N2 in the gas phase, computed with ωB97M-V with the def2-TZVPD basis set.

Structure (XYZ):
```
14
C4H8N2 ωB97M-V with the def2-TZVPD basis set
C -0.9362 1.7166 0.6331
C -0.6311 0.3195 0.1587
N 0.7725 0.1487 -0.1875
C 1.1501 -1.2042 -0.8209
C 0.4839 -2.3488 -0.3491
N -0.0757 -3.2773 0.0398
H -0.6575 2.4451 -0.1356
H -0.3647 1.9516 1.5394
H -1.9959 1.8490 0.8703
H -0.9365 -0.4186 0.9134
H -1.2132 0.0960 -0.7449
H 1.3912 0.3678 0.5861
H 2.2321 -1.2826 -0.8721
H 0.7812 -0.3626 -1.6307
```

Summary:
- SMILES string = CCNCC#N
- orbital gap (eV) = 10.048
- HOMO level (eV) = -9.27
- largest force on an atom (eV/Å) = 5.41


A molecular structure, C7H17O3PSi, computed with ωB97M-V with the def2-TZVPD basis set.

Structure (XYZ):
```
29
C7H17O3PSi ωB97M-V with the def2-TZVPD basis set
C 3.4983 -0.0570 0.0925
C -3.3764 2.2363 0.7100
C 0.4513 -2.6850 -0.2605
C 2.8675 1.0811 1.0015
C -2.7350 1.2893 -0.2261
C -0.9088 -2.4581 -0.8382
C 1.3890 0.7456 1.4489
O -1.5839 0.5223 -2.9618
O -1.3381 1.0860 0.1265
O -1.1272 -1.0639 -1.1299
Si 0.0882 0.8782 -0.5505
P -0.4593 -0.2962 -2.5205
H 2.7520 -0.6138 -0.3345
H 4.1234 0.3940 -0.7656
H 4.2524 -0.8786 0.5390
H -3.1716 3.2107 0.3717
H -4.4401 2.0525 0.6346
H -3.0026 1.9939 1.6283
H 1.2960 -2.2957 -0.8615
H 0.6446 -2.2612 0.6773
H 0.8408 -3.6816 0.0212
H 3.6301 1.2072 1.7723
H 2.8550 2.0227 0.5061
H -2.7804 1.6072 -1.3094
H -3.2386 0.3237 -0.0542
H -1.6668 -2.7175 -0.0842
H -0.9905 -3.1476 -1.5974
H 0.9258 1.5857 1.9464
H 1.2053 -0.0801 2.0182
```

Summary:
- orbital gap (eV) = 6.983
- HOMO level (eV) = -7.63
- largest force on an atom (eV/Å) = 5.12


3 unconnected molecules or ions with the total composition C6H14O2, computed with ωB97M-V with the def2-TZVPD basis set.

Structure (XYZ):
```
22
C6H14O2 ωB97M-V with the def2-TZVPD basis set
C 2.2724 -0.0938 -1.6570
C 0.7543 -0.1118 -1.4817
C 0.4568 -0.5965 -0.0768
C -0.3976 0.0535 0.7032
C -0.9771 -0.3836 2.0035
C -1.2851 0.4214 3.0065
H 2.6599 0.5124 -0.8419
H 2.7314 0.3350 -2.5469
H 2.5805 -1.1392 -1.5969
H 0.1426 -0.6446 -2.2154
H 0.3058 0.8846 -1.5701
H 0.8662 -1.5185 0.3249
H -0.8718 1.0023 0.4506
H -1.2351 -1.4354 2.0010
H -1.0774 1.4839 3.0231
H -1.8242 0.0970 3.8839
H -3.7592 -2.0387 4.9674
H -3.0675 -3.3889 5.3188
O -3.1077 -2.6712 4.6729
H 1.2226 2.4838 -6.4817
H 2.1064 3.7024 -6.1478
O 1.5036 3.0461 -5.7398
```

Summary:
- SMILES string = C=C/C=C/CC.O.O
- orbital gap (eV) = 9.563
- HOMO level (eV) = -8.65
- largest force on an atom (eV/Å) = 1.43